228
Properties=species:S:1:pos:R:3 method="wB97M-V/def2-TZVPD" total_energy_ev=-121931.4469 orbital_gap_ev=8.446 max_force_ev_per_a=3.20 relative_energy_kcal_mol=118.10
C -9.2790 4.6001 -1.0191
C -8.1511 5.1590 -1.8605
O -8.7123 5.7620 -3.0390
O -10.0242 5.6040 -0.4575
H -8.9218 3.9026 -0.2614
H -9.9741 3.9699 -1.5738
H -7.4126 4.3942 -2.1012
H -7.6331 5.9406 -1.3048
H -9.4025 6.3391 -2.7043
H -10.3235 5.2175 0.3687
C -6.8903 -4.0520 7.2238
C -6.3834 -3.1952 5.9494
O -6.7205 -3.9158 4.7525
O -6.0616 -5.1643 7.5619
H -7.8328 -4.5264 6.9507
H -6.8780 -3.5087 8.1686
H -5.3023 -3.0651 5.9988
H -6.8548 -2.2192 5.8336
H -6.6061 -3.2417 4.0786
H -6.3054 -5.9466 7.0618
C -0.4994 -0.8800 0.9957
C -0.6254 0.5564 0.4204
O -1.9198 0.9534 0.0135
O -0.0267 -1.7832 -0.0075
H -1.4842 -1.2130 1.3234
H 0.0510 -0.9383 1.9347
H 0.1005 0.6014 -0.3914
H -0.1817 1.1911 1.1875
H -1.8297 1.8480 -0.3229
H -0.6700 -1.8844 -0.7130
C -2.2703 7.9809 -3.8698
C -1.4674 7.3553 -2.7434
O -2.1869 7.0762 -1.5517
O -2.5790 9.3554 -3.5913
H -3.2282 7.4725 -3.9801
H -1.6795 7.8710 -4.7792
H -0.5681 7.9379 -2.5436
H -1.1251 6.4336 -3.2140
H -2.1927 7.9023 -1.0627
H -3.1218 9.3452 -2.7995
C -2.9175 2.0461 -6.5667
C -1.8130 1.7183 -7.5083
O -0.9717 2.8984 -7.6198
O -3.8469 0.9866 -6.3689
H -3.4028 2.9886 -6.8201
H -2.2896 2.2592 -5.7016
H -2.1879 1.4609 -8.4989
H -1.2167 0.8548 -7.2136
H -0.1173 2.6562 -7.9845
H -4.6291 1.2297 -6.8696
C -4.4710 -3.7957 -2.2437
C -5.7345 -3.0215 -1.9255
O -5.5326 -2.0360 -0.8769
O -3.6364 -2.8644 -2.8763
H -4.6297 -4.6890 -2.8477
H -3.8963 -4.1056 -1.3709
H -6.5475 -3.7118 -1.7007
H -6.1079 -2.7092 -2.9008
H -4.8543 -1.3872 -1.0785
H -4.1679 -2.3345 -3.4749
C 2.2195 2.8401 -13.5960
O 3.4369 2.6039 -12.8481
C 3.8255 3.7523 -12.0963
C 4.7773 3.2840 -10.9588
N 4.0929 2.4082 -9.9764
C 5.0948 2.0737 -8.9539
C 4.4362 1.3803 -7.7135
O 4.0646 0.0782 -8.1140
C 3.2843 -0.6423 -7.1786
H 2.3748 3.6046 -14.3572
H 1.3806 3.0473 -12.9315
H 1.9291 1.9609 -14.1711
H 3.0067 4.3441 -11.6870
H 4.4449 4.4438 -12.6675
H 5.1692 4.1953 -10.5070
H 5.6101 2.7353 -11.3987
H 3.8784 1.5552 -10.4728
H 5.5147 2.9945 -8.5489
H 5.9025 1.4344 -9.3104
H 3.6873 2.0317 -7.2631
H 5.2300 1.3183 -6.9691
H 3.8242 -0.8453 -6.2538
H 2.9058 -1.5735 -7.6002
H 2.4306 -0.0179 -6.9152
C 11.6096 -6.9940 -5.3143
O 10.4753 -6.9710 -4.4895
C 10.3587 -8.1955 -3.7589
C 9.1354 -8.1454 -2.8477
N 7.7864 -8.4968 -3.4662
C 7.2703 -7.6005 -4.4683
C 5.8836 -7.9838 -4.8574
O 5.0246 -7.7670 -3.7699
C 3.6518 -8.0732 -4.0576
H 11.7097 -6.0099 -5.7723
H 11.4542 -7.8254 -6.0019
H 12.5404 -7.1464 -4.7679
H 11.2267 -8.2405 -3.1012
H 10.2462 -9.0495 -4.4268
H 9.0103 -7.1890 -2.3400
H 9.2720 -8.9457 -2.1204
H 7.0618 -8.6166 -2.7728
H 7.8207 -7.7621 -5.3951
H 7.4112 -6.5439 -4.2406
H 5.9973 -9.0511 -5.0477
H 5.4875 -7.5309 -5.7662
H 3.0182 -7.5131 -3.3699
H 3.3985 -9.1333 -4.0629
H 3.4410 -7.6856 -5.0543
C -1.1911 -9.9351 3.0331
O -1.0979 -11.2154 3.5299
C -0.5519 -12.2217 2.6898
C -0.8963 -13.5356 3.3407
N -0.3406 -14.7623 2.7200
C -0.6458 -15.9407 3.4437
C -0.1425 -17.1264 2.6149
O -0.5383 -18.3613 3.2259
C -1.9587 -18.6453 3.1244
H -2.2080 -9.7463 2.6891
H -0.3571 -9.7949 2.3454
H -1.0669 -9.1853 3.8144
H 0.5142 -12.0159 2.5934
H -0.8464 -12.1645 1.6419
H -1.9692 -13.6603 3.4872
H -0.5298 -13.5638 4.3669
H 0.6590 -14.7292 2.5797
H -1.7253 -15.9498 3.5944
H -0.1052 -16.0082 4.3878
H 0.9470 -17.1474 2.5914
H -0.5136 -17.0966 1.5904
H -2.2685 -19.5152 3.7035
H -2.2457 -18.8532 2.0936
H -2.6492 -17.8239 3.3159
C -13.0845 6.7023 10.3209
O -11.7564 6.3242 10.1645
C -11.4412 4.9349 10.0900
C -9.9984 4.8098 9.6467
N -9.5411 3.4277 9.5390
C -8.0888 3.2638 9.5077
C -7.4099 4.0136 8.3114
O -7.7863 3.5677 7.0346
C -6.8132 3.9138 6.0174
H -13.1945 7.7310 10.6639
H -13.7279 6.1215 10.9819
H -13.5678 6.7320 9.3444
H -12.1503 4.4409 9.4258
H -11.5975 4.5263 11.0885
H -9.4128 5.3209 10.4109
H -9.8737 5.2690 8.6660
H -9.8735 2.8375 10.2881
H -7.9197 2.2087 9.2924
H -7.6264 3.4231 10.4818
H -6.3363 3.8261 8.3293
H -7.5412 5.0874 8.4453
H -6.4427 4.9387 6.0367
H -7.3319 3.7451 5.0737
H -5.9221 3.2884 6.0714
C -5.3786 10.9891 0.1871
O -4.1564 10.6338 0.8168
C -3.6198 11.6247 1.6916
C -2.1412 11.1589 2.0260
N -2.1317 9.8134 2.5900
C -0.8368 9.6586 3.2998
C -0.9071 8.2269 3.8995
O 0.3152 7.9901 4.6116
C 0.4785 6.6625 5.0931
H -5.1799 11.8644 -0.4313
H -6.1350 11.1120 0.9622
H -5.7162 10.1711 -0.4493
H -4.3278 11.6126 2.5203
H -3.7578 12.6177 1.2641
H -1.6000 11.9499 2.5451
H -1.7285 11.1365 1.0174
H -2.9022 9.6584 3.2244
H -0.7592 10.3999 4.0951
H 0.0291 9.6597 2.6377
H -0.9446 7.4539 3.1320
H -1.7334 8.1245 4.6029
H -0.0726 6.4806 6.0158
H 1.5334 6.4810 5.2985
H 0.1242 5.9623 4.3366
C 5.7093 11.0873 -5.3215
O 5.8723 9.8590 -4.6531
C 4.9356 8.8711 -4.9715
C 5.1506 7.6239 -4.1205
N 5.2334 7.8740 -2.6741
C 5.2539 6.6791 -1.8041
C 5.4847 7.0415 -0.3288
O 6.8223 7.5787 -0.2344
C 7.0741 8.1389 1.0436
H 5.6686 11.0561 -6.4103
H 6.5655 11.7246 -5.1003
H 4.8509 11.6551 -4.9626
H 5.1288 8.5671 -6.0003
H 3.9002 9.1990 -4.8789
H 6.0636 7.1522 -4.4839
H 4.3162 6.9688 -4.3712
H 5.9368 8.5767 -2.4965
H 5.9970 5.9870 -2.2003
H 4.3268 6.1177 -1.9203
H 5.4311 6.1439 0.2872
H 4.6614 7.6057 0.1093
H 7.0248 7.3956 1.8394
H 6.2788 8.8231 1.3392
H 8.0495 8.6188 1.1245
C 7.0489 -7.8309 8.3289
O 6.1818 -7.7575 7.1538
C 5.1915 -6.6871 7.0204
C 4.6230 -6.4546 5.6478
N 5.7041 -5.9345 4.7383
C 5.1134 -5.6118 3.4233
C 6.0070 -4.5522 2.7415
O 5.8339 -3.2836 3.4092
C 6.3484 -2.1855 2.6699
H 7.6673 -8.7245 8.2445
H 6.5353 -7.9811 9.2784
H 7.6472 -6.9377 8.5089
H 5.7423 -5.7764 7.2559
H 4.3308 -6.7763 7.6832
H 3.8400 -5.7429 5.9096
H 4.1724 -7.3705 5.2653
H 6.1272 -5.1004 5.1196
H 4.1650 -5.1348 3.6707
H 4.8614 -6.4750 2.8072
H 5.6707 -4.5007 1.7059
H 7.0407 -4.8952 2.6973
H 6.3990 -1.3152 3.3241
H 5.7042 -2.0179 1.8067
H 7.3543 -2.4133 2.3171